The following is a DFT calculation (wB97M-V/def2-TZVPD) of the molecule C4H6N2O.

Values from the calculation:
**E_tot**: -340.5989 Eh
**Gap between HOMO and LUMO (spin up / spin down)**: 9.2 / 7.5 eV
**Spin multiplicity**: 1
**LUMO energy (spin up / spin down)**: 0.007 / -0.490 eV
**E_HOMO (spin up / spin down)**: -9.193 / -7.966 eV
**ΔE to the lowest compared entry with this formula, charge and spin**: 123.0 kcal/mol

```
13
C4H6N2O wB97M-V/def2-TZVPD
N -2.308 0.620 -0.915
C -2.210 0.133 0.238
O -1.005 -0.273 0.764
C 0.105 -0.190 0.013
C 1.381 -0.169 0.737
C 2.309 -0.145 -0.495
N 3.329 0.396 -0.810
H -3.273 0.854 -1.132
H -2.991 -0.051 0.977
H -0.027 0.264 -0.961
H 1.597 -0.898 -1.124
H 1.428 0.590 1.535
H 1.667 -1.132 1.172
```